# C24H74F6N17O26S2

A cluster of 16 separate species, C24H74F6N17O26S2 in total (ωB97M-V/def2-TZVPD, the Open Molecules 2025 dataset).

Structure (XYZ):
```
149
C24H74F6N17O26S2, DFT ωB97M-V/def2-TZVPD
C 2.257 -1.098 -1.003
F 2.266 -2.209 -0.217
F 3.570 -0.782 -1.138
F 1.679 -1.338 -2.234
S 1.225 0.426 -0.106
O 1.727 0.534 1.275
O 1.531 1.589 -0.951
N -0.446 -0.109 -0.066
S -1.191 1.174 -0.612
O -1.009 2.332 0.213
O -1.141 1.527 -2.031
C -3.002 0.544 -0.136
F -3.064 -0.734 -0.571
F -3.314 0.620 1.140
F -3.822 1.277 -0.780
C 4.941 -3.280 -4.326
O 3.999 -2.573 -4.697
N 5.572 -2.954 -3.288
N 5.533 -4.312 -4.913
H 5.186 -2.118 -2.875
H 6.189 -3.651 -2.894
H 6.312 -4.717 -4.413
H 5.219 -4.786 -5.747
C 1.493 0.407 5.126
O 2.013 -0.262 5.972
N 0.835 0.061 4.135
N 1.686 1.710 5.285
H 0.397 0.715 3.502
H 0.734 -0.936 4.010
H 1.201 2.340 4.662
H 2.312 2.074 5.989
C -3.074 -4.062 -3.235
O -4.009 -4.323 -4.037
N -3.234 -3.173 -2.283
N -1.881 -4.580 -3.074
H -4.082 -2.633 -2.181
H -2.421 -2.893 -1.752
H -1.696 -5.384 -3.657
H -1.317 -4.399 -2.256
C -2.632 3.734 -4.748
O -3.387 4.399 -5.319
N -1.531 4.118 -4.166
N -2.789 2.500 -4.275
H -0.923 3.430 -3.745
H -1.155 4.960 -4.576
H -3.663 2.050 -4.506
H -2.009 2.226 -3.694
C 1.472 5.950 -1.034
O 2.297 6.657 -0.493
N 0.147 6.096 -1.058
N 1.871 4.750 -1.546
H -0.197 5.794 -1.959
H -0.109 6.892 -0.493
H 1.419 3.959 -1.111
H 2.870 4.640 -1.649
C -3.684 3.309 4.685
O -2.609 3.787 4.437
N -4.383 2.704 3.750
N -4.302 3.305 5.841
H -5.392 2.668 3.779
H -3.883 2.622 2.876
H -3.786 3.615 6.652
H -5.184 2.820 5.766
C -0.361 -0.346 -5.635
O -0.429 0.872 -5.607
N 0.631 -0.989 -5.121
N -1.287 -1.124 -6.056
H 1.334 -0.651 -4.480
H 0.585 -1.955 -5.414
H -1.195 -2.123 -5.945
H -2.097 -0.744 -6.524
C 6.495 -3.600 0.334
O 6.863 -4.519 -0.446
N 5.577 -2.794 0.062
N 7.043 -3.423 1.480
H 5.105 -2.484 0.899
H 5.052 -2.950 -0.787
H 7.688 -4.094 1.872
H 6.730 -2.569 1.918
C -0.400 5.352 2.206
C 0.848 4.432 2.490
O 0.441 3.258 3.156
O -1.068 5.768 3.342
H -1.180 4.836 1.647
H -0.146 6.105 1.460
H 1.734 4.704 3.064
H 1.300 4.232 1.518
H 0.258 2.613 2.468
H -1.534 4.976 3.622
C 3.097 1.226 -3.912
C 2.237 2.418 -4.216
O 2.949 3.632 -4.561
O 3.329 0.352 -5.015
H 2.312 0.690 -3.380
H 4.030 1.513 -3.427
H 1.654 2.500 -3.298
H 1.438 2.260 -4.940
H 2.301 4.331 -4.676
H 3.850 -0.406 -4.739
C -0.910 -3.360 0.362
C -1.526 -2.621 1.631
O -0.714 -1.568 2.033
O -1.113 -2.612 -0.764
H -1.430 -4.305 0.204
H 0.138 -3.615 0.519
H -1.493 -3.383 2.411
H -2.539 -2.221 1.583
H -0.475 -1.050 1.261
H -0.956 -1.715 -0.461
C -6.466 -0.071 -1.648
C -7.800 0.630 -1.282
O -8.767 -0.329 -0.705
O -6.648 -1.317 -2.350
H -5.839 -0.059 -0.757
H -5.974 0.542 -2.404
H -8.390 1.100 -2.069
H -7.769 1.306 -0.427
H -8.326 -0.544 0.121
H -7.308 -1.160 -3.029
C 5.933 0.225 3.755
C 4.617 0.597 2.967
O 4.794 1.620 1.916
O 6.752 -0.758 3.139
H 5.668 -0.098 4.762
H 6.418 1.156 4.047
H 3.918 0.971 3.715
H 4.225 -0.311 2.509
H 4.078 1.609 1.276
H 7.545 -0.835 3.674
C 2.855 -4.827 3.843
C 3.048 -3.383 3.156
O 4.278 -3.398 2.613
O 3.676 -5.043 4.998
H 2.888 -5.649 3.128
H 1.881 -4.822 4.332
H 2.910 -2.523 3.813
H 2.289 -3.202 2.395
H 4.870 -3.736 3.289
H 3.978 -4.187 5.312
C -6.683 -2.115 2.931
C -5.687 -1.402 1.988
O -5.766 0.056 1.968
O -7.947 -1.516 2.689
H -6.433 -2.084 3.992
H -6.749 -3.170 2.667
H -5.933 -1.801 1.004
H -4.659 -1.555 2.315
H -6.681 0.343 1.920
H -8.602 -2.119 3.048
```

Summary:
Spin multiplicity: 2
F_max in eV Å⁻¹: 8.5
LUMO (spin up / spin down) in eV: -0.845 / -6.714
E_tot in eV: -142622.0309

Mulliken population analysis, charges in e, atoms 1 to 8: 0.023, -0.117, -0.236, 0.041, 0.265, 0.222, 0.177, -0.691

---

# C24H76N18O14

A cluster of 14 separate species, C24H76N18O14 in total (ωB97M-V/def2-TZVPD, the Open Molecules 2025 dataset).

Structure (XYZ):
```
132
C24H76N18O14, DFT ωB97M-V/def2-TZVPD
C -6.540 8.582 -2.306
C -6.036 7.236 -1.706
C -4.518 7.134 -1.465
O -6.672 7.081 -0.493
H -7.558 8.601 -2.694
H -5.893 8.846 -3.142
H -6.482 9.421 -1.612
H -6.380 6.444 -2.371
H -4.184 6.611 -2.361
H -4.401 6.520 -0.572
H -3.996 8.089 -1.408
H -7.408 6.588 -0.865
C -7.037 0.335 2.432
C -6.637 0.609 3.908
C -6.258 2.062 4.107
O -7.804 0.342 4.700
H -7.333 -0.714 2.472
H -6.207 0.524 1.751
H -7.782 0.971 1.953
H -5.915 -0.131 4.254
H -6.980 2.758 3.680
H -5.338 2.178 3.534
H -6.042 2.254 5.158
H -8.324 1.148 4.657
C -0.531 0.431 -1.736
C -0.081 -0.912 -1.152
C 1.434 -0.967 -0.874
O -0.811 -1.131 0.065
H -1.601 0.385 -1.938
H -0.015 0.684 -2.663
H -0.349 1.242 -1.031
H -0.244 -1.742 -1.839
H 1.667 -2.006 -0.640
H 1.541 -0.463 0.086
H 2.127 -0.551 -1.606
H -1.593 -1.684 0.001
C 7.486 -5.895 -1.456
C 8.929 -5.771 -0.983
C 9.038 -4.969 0.385
O 9.435 -7.013 -0.712
H 7.180 -4.896 -1.767
H 6.838 -6.337 -0.700
H 7.473 -6.665 -2.227
H 9.409 -5.194 -1.774
H 8.278 -4.190 0.447
H 9.936 -4.355 0.458
H 9.038 -5.581 1.286
H 8.801 -7.247 -0.030
C -0.260 8.160 5.827
C -0.338 7.873 4.341
C 0.876 7.848 3.416
O -0.955 6.564 4.177
H -1.067 8.742 6.273
H 0.706 8.601 6.073
H -0.166 7.282 6.466
H -1.170 8.387 3.859
H 1.656 7.310 3.955
H 1.308 8.848 3.425
H 0.644 7.517 2.404
H -0.948 6.286 3.259
C -1.721 5.041 -7.470
O -2.868 4.673 -7.539
N -1.361 6.243 -7.173
N -0.839 4.214 -7.874
H -0.366 6.409 -7.129
H -2.108 6.896 -6.984
H -1.223 3.334 -8.185
H 0.167 4.271 -7.942
C -7.584 -6.313 2.972
O -7.710 -7.021 2.072
N -6.479 -5.798 3.372
N -8.659 -5.774 3.494
H -5.596 -5.971 2.914
H -6.549 -5.147 4.141
H -9.552 -5.888 3.035
H -8.473 -5.123 4.244
C -4.936 -3.572 -4.471
O -5.901 -2.822 -4.452
N -4.729 -4.567 -3.719
N -3.891 -3.440 -5.226
H -4.117 -5.347 -3.915
H -5.366 -4.709 -2.949
H -3.146 -4.117 -5.142
H -3.862 -2.715 -5.929
C 4.553 4.534 -8.139
O 3.962 5.499 -7.690
N 4.707 4.308 -9.391
N 4.801 3.454 -7.418
H 5.275 3.538 -9.713
H 4.475 5.010 -10.079
H 4.572 3.446 -6.434
H 4.775 2.572 -7.909
C 0.115 -7.547 3.033
O -0.623 -6.984 2.202
N 1.272 -8.064 2.743
N -0.104 -7.550 4.302
H 1.893 -8.420 3.455
H 1.503 -8.156 1.764
H -0.994 -7.274 4.692
H 0.520 -8.145 4.828
C -0.435 -0.463 6.649
O -0.348 0.007 7.767
N -0.376 -1.730 6.439
N -0.711 0.194 5.571
H -0.269 -2.171 5.537
H -0.511 -2.403 7.180
H -0.784 -0.405 4.761
H -0.798 1.182 5.381
C 3.439 -3.488 -8.135
O 3.913 -2.370 -8.354
N 3.814 -4.140 -7.123
N 2.487 -3.956 -8.828
H 3.429 -5.068 -7.017
H 4.355 -3.617 -6.450
H 1.986 -4.790 -8.553
H 2.342 -3.482 -9.708
C 5.528 -5.041 5.315
O 5.423 -6.242 5.589
N 4.909 -4.432 4.358
N 6.429 -4.235 5.695
H 4.990 -3.437 4.209
H 4.462 -5.081 3.727
H 7.038 -4.495 6.458
H 6.498 -3.251 5.479
C 6.119 1.978 4.112
O 6.816 1.412 4.945
N 6.739 2.586 3.153
N 4.871 1.986 3.778
H 7.748 2.624 3.169
H 6.255 2.931 2.337
H 4.646 2.525 2.953
H 4.221 1.811 4.531
```

Summary:
ΔE to the lowest compared entry with this formula, charge and spin in kcal/mol: 214.7
F_max in eV Å⁻¹: 8.5
LUMO in eV: -0.273
E_tot in eV: -81606.3366

Mulliken population analysis, charges in e, atoms 1 to 8: -1.264, 0.376, -1.108, -0.536, 0.341, 0.341, 0.316, 0.304

---

# C24H76N4O12

A cluster of 12 separate species, C24H76N4O12 in total (ωB97M-V/def2-TZVPD, the Open Molecules 2025 dataset).

Structure (XYZ):
```
116
C24H76N4O12, DFT ωB97M-V/def2-TZVPD
C -5.194 -1.711 1.770
O -4.986 -0.451 1.079
C -6.078 0.449 1.266
C -5.890 1.580 0.259
C -4.618 2.342 0.508
N -7.002 2.548 0.271
H -5.184 -1.667 2.861
H -4.514 -2.514 1.485
H -6.152 -2.134 1.460
H -7.025 -0.045 1.034
H -6.106 0.783 2.305
H -5.881 1.248 -0.782
H -4.474 3.089 -0.274
H -3.802 1.620 0.551
H -4.681 2.911 1.437
H -6.842 3.198 -0.487
H -7.851 2.042 0.052
C 4.483 3.357 3.974
O 4.619 2.270 3.078
C 3.776 1.150 3.348
C 4.146 0.005 2.399
C 3.917 0.257 0.858
N 3.435 -1.240 2.730
H 4.838 4.264 3.484
H 4.978 3.239 4.938
H 3.414 3.564 4.077
H 3.815 0.959 4.425
H 2.725 1.452 3.292
H 5.197 -0.265 2.512
H 4.218 -0.545 0.187
H 4.536 1.130 0.644
H 2.874 0.536 0.705
H 2.496 -1.073 3.081
H 3.908 -1.616 3.544
C 2.762 -4.999 -4.023
O 1.532 -4.844 -4.722
C 0.872 -3.568 -4.517
C 0.308 -3.491 -3.039
C -0.767 -4.495 -2.627
N -0.214 -2.126 -2.891
H 3.417 -4.141 -4.195
H 3.274 -5.900 -4.356
H 2.617 -5.053 -2.942
H 1.511 -2.707 -4.724
H 0.026 -3.488 -5.199
H 1.192 -3.619 -2.409
H -1.386 -4.209 -1.776
H -0.264 -5.436 -2.400
H -1.472 -4.730 -3.427
H -0.442 -2.046 -1.908
H 0.528 -1.485 -3.145
C 2.802 3.890 0.403
O 2.568 4.185 -0.976
C 1.582 3.309 -1.530
C 1.391 3.584 -3.023
C 0.037 2.991 -3.500
N 2.413 2.868 -3.812
H 2.843 2.819 0.602
H 1.949 4.336 0.923
H 3.680 4.438 0.741
H 1.926 2.276 -1.440
H 0.623 3.460 -1.030
H 1.416 4.654 -3.232
H -0.002 3.070 -4.588
H -0.793 3.604 -3.150
H -0.065 1.923 -3.309
H 3.260 3.390 -3.611
H 2.297 3.043 -4.804
C 2.723 -0.433 -2.442
O 2.063 0.105 -3.546
H 2.907 -1.503 -2.553
H 3.756 -0.080 -2.382
H 2.144 -0.233 -1.539
H 2.181 1.069 -3.574
C -1.848 4.452 0.104
O -1.534 5.101 -1.159
H -1.440 5.102 0.879
H -2.919 4.303 0.234
H -1.327 3.498 0.175
H -1.568 6.049 -1.012
C -2.671 0.692 4.006
O -1.569 0.087 3.340
H -3.408 -0.097 4.154
H -2.383 1.168 4.944
H -3.083 1.548 3.468
H -1.581 0.360 2.414
C -3.220 -1.018 -1.656
O -1.915 -0.529 -1.861
H -3.826 -0.176 -1.321
H -3.683 -1.507 -2.513
H -3.220 -1.745 -0.842
H -1.653 -0.711 -2.767
C 0.902 -2.411 4.313
O 0.880 -1.011 4.119
H 1.766 -2.793 4.858
H -0.005 -2.743 4.820
H 0.990 -2.852 3.317
H -0.012 -0.741 3.865
C 0.290 0.197 0.387
O -1.100 0.460 0.575
H 0.500 -0.813 0.033
H 0.641 0.927 -0.343
H 0.780 0.305 1.355
H -1.603 0.155 -0.190
C -1.570 -2.848 1.612
O -0.644 -3.558 0.786
H -2.293 -3.511 2.087
H -0.983 -2.416 2.423
H -2.117 -2.053 1.105
H 0.105 -2.999 0.556
C 3.120 -3.439 0.016
O 2.202 -2.537 0.555
H 3.598 -4.025 0.804
H 2.521 -4.131 -0.577
H 3.871 -2.944 -0.603
H 2.718 -1.956 1.138
```

Summary:
ΔE to the lowest compared entry with this formula, charge and spin in kcal/mol: 48.2
SMILES: COC[C@H](C)N.COC[C@H](C)N.COC[C@H](C)N.COC[C@H](C)N.CO.CO.CO.CO.CO.CO.CO.CO
F_max in eV Å⁻¹: 2.3
LUMO in eV: 0.614
E_tot in eV: -56645.5800

Mulliken population analysis, charges in e, atoms 1 to 8: -0.969, -0.048, -1.005, 0.613, -1.113, -0.772, 0.326, 0.231

---

- Number 3 is which compound?
  C24H76N4O12